ORCA calculation (wB97M-V/def2-TZVPD) on a cluster of 2 separate species, CH2F4P in total at a distorted geometry.

XYZ file:
```
8
Properties=species:S:1:pos:R:3:nbo_charge:R:1
C -0.4197 -0.6739 -0.1934 -0.103
F -0.8786 -0.1599 -1.3940 -0.257
F -1.0898 1.4288 1.5041 -0.499
F 0.3742 1.9340 -0.2833 -0.493
F 2.4327 -1.2159 -0.4887 0.021
P 0.2188 0.9067 0.8326 1.843
H 0.5364 -1.0793 -0.3845 0.235
H -1.1740 -1.1403 0.4071 0.253
```

Results
**Charge**: +1
**Spin multiplicity**: 1
**HOMO level (alpha / beta)**: -17.16 / -18.95 eV
**Calculated total energy**: -21215.951 eV
**LUMO level (alpha / beta)**: -9.32 / -9.80 eV
**Kohn-Sham gap (alpha / beta)**: 7.837 / 9.153 eV

***

ORCA calculation (wB97M-V/def2-TZVPD) on a cluster of 2 separate species, CH2FIO in total at a distorted geometry.

XYZ file:
```
6
Properties=species:S:1:pos:R:3:nbo_charge:R:1
C -0.3715 0.8713 0.1619 0.446
O -1.2287 0.0604 -0.3394 -0.714
F -0.3119 0.8004 1.5802 -0.386
I -0.6422 2.8336 -0.4446 0.189
H 1.5912 0.2892 -0.3757 -0.053
H -1.1335 -0.8612 -0.2973 0.518
```

Results
**Spin multiplicity**: 1
**HOMO level (alpha / beta)**: -9.66 / -8.90 eV
**Calculated total energy**: -13930.713 eV
**LUMO level (alpha / beta)**: -0.59 / -0.61 eV
**Kohn-Sham gap (alpha / beta)**: 9.075 / 8.291 eV

***

ORCA calculation (wB97M-V/def2-TZVPD) on the ion CH2FN2O3 with charge -1 at a distorted geometry.

XYZ file:
```
9
Properties=species:S:1:pos:R:3:nbo_charge:R:1
C -1.2709 0.2897 -0.2891 0.281
N 1.0609 0.6896 0.4495 -0.168
N 1.4880 -0.5016 0.1748 0.534
O 0.7442 -1.5201 0.1467 -0.603
O 2.7102 -0.5624 -0.0903 -0.566
O -0.2886 0.7377 0.8180 -0.454
F -2.3638 1.0089 0.0481 -0.361
H -0.8051 0.6001 -1.2475 0.142
H -1.2748 -0.7420 -0.0102 0.196
```

Results
**Structure (SMILES)**: [O-][N+]([O-])=NOCF
**Charge**: -1
**Spin multiplicity**: 1
**HOMO level**: -3.93 eV
**Calculated total energy**: -12905.676 eV
**LUMO level**: 4.16 eV
**Kohn-Sham gap**: 8.091 eV

***

ORCA calculation (wB97M-V/def2-TZVPD) on a structure of composition CH2FNO at a distorted geometry.

XYZ file:
```
6
Properties=species:S:1:pos:R:3:nbo_charge:R:1
C -0.3580 0.6898 0.0465 0.480
N 0.0640 -0.5521 0.2180 -0.219
O 0.2000 1.7735 0.0352 -0.508
F 1.7018 -0.9847 -0.0321 -0.334
H -1.4614 0.4504 0.0360 0.157
H -0.1463 -1.3769 -0.3036 0.423
```

Results
**Spin multiplicity**: 1
**HOMO level**: -11.30 eV
**Calculated total energy**: -7320.857 eV
**LUMO level**: -1.36 eV
**Kohn-Sham gap**: 9.942 eV

***

ORCA calculation (wB97M-V/def2-TZVPD) on a cluster of 2 separate species, CH2FNO in total at a distorted geometry.

XYZ file:
```
6
Properties=species:S:1:pos:R:3:nbo_charge:R:1
C 0.1724 -0.0156 0.5731 0.591
N 0.7672 0.3482 -0.5676 -0.305
O 0.7337 -1.0558 -0.0566 -0.283
F -1.8146 0.0295 -0.2223 -0.672
H -0.0136 0.3567 1.6080 0.262
H 0.1549 0.3369 -1.3347 0.408
```

Results
**Spin multiplicity**: 1
**HOMO level (alpha / beta)**: -11.11 / -11.11 eV
**Calculated total energy**: -7318.979 eV
**LUMO level (alpha / beta)**: -0.83 / -0.83 eV
**Kohn-Sham gap (alpha / beta)**: 10.284 / 10.282 eV

***

ORCA calculation (wB97M-V/def2-TZVPD) on a cluster of 2 separate species, CH2FNO2 in total at a distorted geometry.

XYZ file:
```
7
Properties=species:S:1:pos:R:3:nbo_charge:R:1
C 0.8128 0.0556 0.0942 -0.217
N -0.1684 -0.7404 -0.0911 0.307
O -0.1384 -1.9434 -0.0947 -0.287
O -1.7496 0.2520 -0.3754 -0.107
F -1.4206 1.4717 0.2036 -0.154
H 0.8790 1.1947 -0.0192 0.241
H 1.7852 -0.2902 0.2825 0.217
```

Results
**Spin multiplicity**: 1
**HOMO level (alpha / beta)**: -10.49 / -10.51 eV
**Calculated total energy**: -9363.557 eV
**LUMO level (alpha / beta)**: -1.50 / -1.48 eV
**Kohn-Sham gap (alpha / beta)**: 8.995 / 9.025 eV

***

ORCA calculation (wB97M-V/def2-TZVPD) on a cluster of 2 separate species, CH2FNO2 in total at a distorted geometry.

XYZ file:
```
7
Properties=species:S:1:pos:R:3:nbo_charge:R:1
C -0.6697 -1.1472 0.4323 -0.134
N 0.2395 -1.5619 -0.1520 0.246
O 1.1833 -1.8322 -0.7945 -0.359
O 0.5743 1.4917 -0.2081 -0.310
F 0.5038 2.8520 -0.4678 -0.148
H -0.3092 1.3017 0.1544 0.455
H -1.5220 -1.1040 1.0358 0.251
```

Results
**Structure (SMILES)**: C#[N+][O-].OF
**Spin multiplicity**: 1
**HOMO level**: -10.51 eV
**Calculated total energy**: -9365.070 eV
**LUMO level**: 0.55 eV
**Kohn-Sham gap**: 11.060 eV

***

ORCA calculation (wB97M-V/def2-TZVPD) on an isolated molecule of CH2FNO2 at a distorted geometry.

XYZ file:
```
7
Properties=species:S:1:pos:R:3:nbo_charge:R:1
C 0.2050 -0.3335 0.2276 0.143
N -0.8411 -0.7614 1.1619 0.420
O -0.8602 -1.7702 1.7983 -0.177
O -2.0352 0.2936 1.3993 -0.494
F 0.9977 -1.4399 -0.1196 -0.326
H -0.3184 0.1919 -0.4690 0.215
H 0.9793 0.2728 0.6767 0.220
```

Results
**Structure (SMILES)**: O=[N+]([O-])CF
**Spin multiplicity**: 1
**HOMO level (alpha / beta)**: -10.78 / -10.78 eV
**Calculated total energy**: -9366.048 eV
**LUMO level (alpha / beta)**: -1.65 / -1.65 eV
**Kohn-Sham gap (alpha / beta)**: 9.125 / 9.135 eV

***

ORCA calculation (wB97M-V/def2-TZVPD) on a structure of composition CH2FNO3S at a distorted geometry.

XYZ file:
```
9
Properties=species:S:1:pos:R:3:nbo_charge:R:1
C -1.0202 0.7187 0.7483 0.739
N -0.3288 0.1349 -0.1463 -0.824
O -1.8674 0.6527 1.5512 -0.452
O 1.0130 2.2828 -0.3757 -0.964
O 0.2773 3.7616 1.4576 -0.862
F -1.1091 3.4886 -0.6273 -0.525
S -0.0676 2.7642 0.4952 1.971
H -0.4765 -0.8448 -0.3456 0.436
H 0.4149 0.7429 -0.5672 0.480
```

Results
**Spin multiplicity**: 1
**HOMO level**: -10.62 eV
**Calculated total energy**: -22253.559 eV
**LUMO level**: -0.54 eV
**Kohn-Sham gap**: 10.084 eV

***

ORCA calculation (wB97M-V/def2-TZVPD) on a cluster of 2 separate species, CH2FNOS in total at a distorted geometry.

XYZ file:
```
7
Properties=species:S:1:pos:R:3:nbo_charge:R:1
C -0.3971 0.7065 -0.9602 0.874
N 0.3928 0.0166 -1.5983 -0.709
O -1.1733 1.5419 -0.7929 -0.536
F -1.5894 1.1721 1.6926 -0.589
S 1.8676 -0.8008 -1.4693 0.282
H -1.7475 1.7033 0.8996 0.572
H 1.2328 -1.6240 -0.7398 0.108
```

Results
**Structure (SMILES)**: O=C=NS.F
**Spin multiplicity**: 1
**HOMO level**: -9.69 eV
**Calculated total energy**: -18158.481 eV
**LUMO level**: 0.18 eV
**Kohn-Sham gap**: 9.867 eV

***

ORCA calculation (wB97M-V/def2-TZVPD) on an isolated molecule of CH2FNOS at a distorted geometry.

XYZ file:
```
7
Properties=species:S:1:pos:R:3:nbo_charge:R:1
C -0.0427 -0.6422 0.0204 0.870
N -1.0663 0.0230 0.2123 -0.762
O 1.1646 -0.1982 -0.2978 -0.619
F -0.0371 -1.9706 -0.0503 -0.316
S 1.4993 1.3948 0.0771 0.331
H -1.9098 -0.5484 0.4001 0.381
H 0.3919 1.9416 -0.3619 0.114
```

Results
**Structure (SMILES)**: [H]/N=C(\F)OS
**Spin multiplicity**: 1
**HOMO level**: -9.77 eV
**Calculated total energy**: -18158.612 eV
**LUMO level**: 0.36 eV
**Kohn-Sham gap**: 10.127 eV

***

ORCA calculation (wB97M-V/def2-TZVPD) on a cluster of 2 separate species, CH2FNOS in total at a distorted geometry.

XYZ file:
```
7
Properties=species:S:1:pos:R:3:lowdin_spin:R:1
C 0.9152 0.5123 0.0958 0.103
N -0.1329 -0.1510 -0.1283 0.326
O 1.4971 1.5065 0.3967 0.036
F 1.9302 -1.1817 -0.4037 0.126
S -1.7512 0.4973 -0.3471 1.327
H 0.0880 -1.1679 -0.3793 0.007
H -2.5463 -0.0155 0.7658 0.076
```

Results
**Spin multiplicity**: 3
**HOMO level (alpha / beta)**: -7.18 / -10.56 eV
**Calculated total energy**: -18153.399 eV
**LUMO level (alpha / beta)**: -0.41 / -4.44 eV
**Kohn-Sham gap (alpha / beta)**: 6.767 / 6.122 eV
**Expectation value of S²**: 2.0089

***

ORCA calculation (wB97M-V/def2-TZVPD) on a cluster of 2 separate species, CH2FO4S in total.

XYZ file:
```
9
Properties=species:S:1:pos:R:3:nbo_charge:R:1
C 0.4369 1.2001 -0.3542 0.160
O -1.9869 2.3922 -0.2079 -0.971
O -0.5447 1.9573 1.7380 -0.991
O -1.7267 0.1063 0.6471 -1.010
O 0.9220 1.9133 -1.1844 -0.524
F -0.2466 -1.4818 -0.4035 -0.663
S -1.1357 1.4643 0.4966 2.306
H 1.0057 0.4129 0.1646 0.145
H -0.9221 -0.8599 0.0536 0.548
```

Results
**Charge**: -1
**Spin multiplicity**: 1
**HOMO level**: -5.85 eV
**Calculated total energy**: -22814.180 eV
**LUMO level**: 4.12 eV
**Kohn-Sham gap**: 9.973 eV

***

ORCA calculation (wB97M-V/def2-TZVPD) on a cluster of 2 separate species, CH2FO4S in total at a distorted geometry.

XYZ file:
```
9
Properties=species:S:1:pos:R:3:lowdin_spin:R:1
C 0.4158 0.7698 -0.5773 0.573
O 0.1251 -1.8778 -0.9319 0.072
O -1.4103 -0.7290 0.6148 0.016
O 0.8609 -1.2573 1.3355 0.013
O -0.4714 1.1672 -1.3377 0.361
F 1.7971 0.9203 -0.8181 0.090
S 0.1174 -0.8763 0.1953 0.120
H 0.1484 1.7572 1.1214 0.743
H -1.5829 0.1258 0.3980 0.013
```

Results
**Charge**: -1
**Spin multiplicity**: 3
**HOMO level (alpha / beta)**: -1.54 / -6.15 eV
**Calculated total energy**: -22808.282 eV
**LUMO level (alpha / beta)**: 3.97 / 2.80 eV
**Kohn-Sham gap (alpha / beta)**: 5.513 / 8.952 eV
**Expectation value of S²**: 2.0052

***

ORCA calculation (wB97M-V/def2-TZVPD) on an isolated molecule of CH2FPS2 at a distorted geometry.

XYZ file:
```
7
Properties=species:S:1:pos:R:3:nbo_charge:R:1
C -0.6290 -1.9245 -0.6819 0.256
F -1.6834 -1.1429 -0.8318 -0.322
P -0.6909 0.9388 0.5821 0.288
S 2.6947 -0.4140 0.4093 -0.318
S 0.6810 -0.9141 0.0271 0.151
H -0.4969 1.5285 -0.5441 -0.045
H 0.1244 1.9281 1.0392 -0.010
```

Results
**Structure (SMILES)**: FC#S(P)=S
**Spin multiplicity**: 1
**HOMO level**: -8.87 eV
**Calculated total energy**: -34740.205 eV
**LUMO level**: -1.49 eV
**Kohn-Sham gap**: 7.382 eV

***

ORCA calculation (wB97M-V/def2-TZVPD) on a structure of composition CH2FZn at a distorted geometry.

XYZ file:
```
5
Properties=species:S:1:pos:R:3:nbo_charge:R:1
H -0.7452 1.0657 -0.4471 0.287
Zn -0.7198 -1.1217 -1.1436 0.983
C 0.0461 0.2364 0.3703 -0.147
F 1.2522 -0.2294 -0.2298 -0.385
H 0.1667 0.0490 1.4502 0.262
```

Results
**Charge**: +1
**Spin multiplicity**: 1
**HOMO level (alpha / beta)**: -14.97 / -15.39 eV
**Calculated total energy**: -52192.494 eV
**LUMO level (alpha / beta)**: -7.51 / -7.93 eV
**Kohn-Sham gap (alpha / beta)**: 7.467 / 7.459 eV

***

ORCA calculation (wB97M-V/def2-TZVPD) on a structure of composition CH2HgO4 at a distorted geometry.

XYZ file:
```
8
Properties=species:S:1:pos:R:3:lowdin_spin:R:1
O -1.5145 0.0503 0.2327 0.150
C -0.8970 -0.6340 1.1134 0.019
O -1.3396 -0.9148 2.2410 0.015
O 0.3432 -1.0543 0.8119 0.006
Hg -0.6510 1.5761 -1.1154 0.615
H 0.7388 -0.5766 -0.0512 0.003
O 1.2006 0.7491 -1.7448 0.187
H 2.1195 0.8042 -1.4876 0.005
```

Results
**Charge**: -1
**Spin multiplicity**: 2
**HOMO level (alpha / beta)**: -3.89 / -5.01 eV
**Calculated total energy**: -13434.933 eV
**LUMO level (alpha / beta)**: 3.84 / 2.25 eV
**Kohn-Sham gap (alpha / beta)**: 7.727 / 7.267 eV
**Expectation value of S²**: 0.7548

***

ORCA calculation (wB97M-V/def2-TZVPD) on an isolated molecule of CH2INO at a distorted geometry.

XYZ file:
```
6
Properties=species:S:1:pos:R:3:nbo_charge:R:1
C 1.2731 0.9512 -0.1359 -0.548
N -1.9667 -1.3077 0.6104 0.123
O -2.0463 -1.9390 -0.3773 -0.225
I -0.7716 0.8787 -0.0711 0.278
H 1.8703 0.5453 -0.9145 0.188
H 1.6413 0.8716 0.8885 0.184
```

Results
**Spin multiplicity**: 1
**HOMO level (alpha / beta)**: -8.39 / -8.58 eV
**Calculated total energy**: -12702.645 eV
**LUMO level (alpha / beta)**: 0.19 / -0.98 eV
**Kohn-Sham gap (alpha / beta)**: 8.579 / 7.606 eV

***

ORCA calculation (wB97M-V/def2-TZVPD) on a cluster of 2 separate species, CH2INO2S in total at a distorted geometry.

XYZ file:
```
8
Properties=species:S:1:pos:R:3:nbo_charge:R:1
C 0.1490 -0.4474 0.3937 -0.700
N 1.6791 0.8431 0.0633 0.298
O 2.2824 0.5500 -0.8558 -0.175
O -1.1068 1.5800 -0.1709 -0.915
S -0.8971 0.2676 -0.7763 1.172
I -2.9638 -1.0406 -0.3536 -0.138
H 0.7567 -1.3422 0.2593 0.223
H 0.1004 -0.4105 1.4404 0.234
```

Results
**Spin multiplicity**: 1
**HOMO level (alpha / beta)**: -8.92 / -8.92 eV
**Calculated total energy**: -25585.732 eV
**LUMO level (alpha / beta)**: -1.07 / -1.07 eV
**Kohn-Sham gap (alpha / beta)**: 7.843 / 7.844 eV

***

ORCA calculation (wB97M-V/def2-TZVPD) on a cluster of 2 separate species, CH2INS in total at a distorted geometry.

XYZ file:
```
6
Properties=species:S:1:pos:R:3:nbo_charge:R:1
C -1.1395 -0.1260 0.5126 0.092
N -1.5492 0.9945 0.3796 -0.409
S -2.0468 2.3852 -0.0512 0.075
I 3.3467 0.3368 0.0941 -0.122
H 4.2131 1.3994 -0.9572 0.122
H -0.6325 -0.9904 0.7364 0.242
```

Results
**Structure (SMILES)**: C#[N+][S-].I
**Spin multiplicity**: 1
**HOMO level**: -8.69 eV
**Calculated total energy**: -21492.796 eV
**LUMO level**: -0.07 eV
**Kohn-Sham gap**: 8.626 eV